DFT (ωB97M-V/def2-TZVPD) results for 10 unconnected molecules or ions with the total composition C30H69NO11.

Each atom is followed by the atoms it is bonded to, with distances in Å.
Geometry (Å):
1 C 22.737 42.479 50.696  C2 1.498, H8 1.168, H9 1.224, H10 1.019
2 C 23.955 42.528 49.825  C1 1.498, O3 1.288, N4 1.584
3 O 23.695 42.570 48.565  C2 1.288
4 N 25.394 42.949 50.337  C2 1.584, H5 0.987, H6 1.037, C7 1.472
5 H 25.248 43.692 50.970  N4 0.987
6 H 25.438 42.313 51.155  N4 1.037
7 C 26.476 42.663 49.383  N4 1.472, H11 1.157, H12 1.044, H13 1.035
8 H 23.146 42.576 51.786  C1 1.168
9 H 21.826 41.690 50.482  C1 1.224
10 H 22.124 43.294 50.699  C1 1.019
11 H 26.542 41.525 49.183  C7 1.157
12 H 27.477 42.930 49.518  C7 1.044
13 H 25.973 43.125 48.605  C7 1.035
14 O 25.554 44.649 52.154  H15 0.964
15 H 26.117 44.537 52.929  O14 0.964
16 C 24.804 39.400 52.102  C17 1.568, H20 1.130, H21 1.105, H22 0.969
17 C 25.142 40.377 53.280  C16 1.568, C18 1.606, O19 1.378, H23 1.133
18 C 26.465 40.100 54.148  C17 1.606, H24 1.042, H25 1.087, H26 1.126
19 O 25.348 41.618 52.717  C17 1.378, H27 0.966
20 H 25.733 39.057 51.557  C16 1.130
21 H 23.999 39.648 51.387  C16 1.105
22 H 24.450 38.602 52.523  C16 0.969
23 H 24.232 40.490 53.946  C17 1.133
24 H 26.422 39.160 54.598  C18 1.042
25 H 26.844 40.745 54.936  C18 1.087
26 H 27.385 40.128 53.501  C18 1.126
27 H 24.878 42.371 53.096  O19 0.966
28 C 24.853 39.041 48.701  C29 1.609, H32 1.005, H33 1.149, H34 1.121
29 C 25.322 38.905 47.167  C28 1.609, C30 1.512, O31 1.345, H35 1.152
30 C 25.277 40.258 46.495  C29 1.512, H36 1.142, H37 1.123, H38 1.092
31 O 26.545 38.347 47.188  C29 1.345, H39 0.839
32 H 25.552 39.670 49.055  C28 1.005
33 H 24.692 37.993 49.143  C28 1.149
34 H 23.803 39.428 48.754  C28 1.121
35 H 24.460 38.283 46.722  C29 1.152
36 H 24.246 40.337 46.012  C30 1.142
37 H 25.822 40.031 45.540  C30 1.123
38 H 25.867 40.937 47.115  C30 1.092
39 H 26.439 37.551 47.431  O31 0.839
40 C 22.272 47.798 50.592  C41 1.571, H44 1.053, H45 1.198, H46 1.131
41 C 22.673 46.501 51.383  C40 1.571, C42 1.591, O43 1.355, H47 1.226
42 C 21.294 45.788 51.733  C41 1.591, H48 1.071, H49 1.152, H50 1.168
43 O 23.493 45.631 50.745  C41 1.355, H51 1.033
44 H 21.917 47.603 49.620  C40 1.053
45 H 23.381 48.227 50.448  C40 1.198
46 H 21.883 48.765 51.032  C40 1.131
47 H 23.282 46.760 52.414  C41 1.226
48 H 21.472 44.885 52.282  C42 1.071
49 H 20.774 45.577 50.726  C42 1.152
50 H 20.578 46.616 52.139  C42 1.168
51 H 24.195 45.262 51.407  O43 1.033
52 C 22.197 44.420 55.279  C53 1.496, H56 1.072, H57 0.940, H58 1.175
53 C 23.515 43.713 55.303  C52 1.496, C54 1.562, O55 1.405, H59 1.170
54 C 23.599 42.335 56.034  C53 1.562, H60 1.287, H61 1.100, H62 1.265
55 O 23.649 43.575 53.911  C53 1.405, H63 0.822
56 H 21.932 45.405 54.950  C52 1.072
57 H 21.939 44.468 56.181  C52 0.940
58 H 21.455 43.677 54.751  C52 1.175
59 H 24.462 44.282 55.688  C53 1.170
60 H 24.735 41.737 56.129  C54 1.287
61 H 22.938 41.497 55.766  C54 1.100
62 H 23.011 42.340 57.154  C54 1.265
63 H 23.957 44.216 53.497  O55 0.822
64 C 17.134 40.536 51.863  C65 1.551, H68 1.078, H69 1.017, H70 1.011
65 C 17.654 41.742 51.038  C64 1.551, C66 1.553, O67 1.412, H71 1.122
66 C 19.038 42.298 51.469  C65 1.553, H72 1.248, H73 1.156, H74 1.045
67 O 17.755 41.335 49.690  C65 1.412, H75 0.937
68 H 16.436 40.826 52.632  C64 1.078
69 H 17.856 39.837 52.023  C64 1.017
70 H 16.221 40.185 51.610  C64 1.011
71 H 16.880 42.530 51.235  C65 1.122
72 H 19.943 41.450 51.603  C66 1.248
73 H 18.921 42.537 52.594  C66 1.156
74 H 19.304 43.229 51.077  C66 1.045
75 H 18.293 40.582 49.542  O67 0.937
76 C 20.858 38.490 51.219  C77 1.550, H80 1.236, H81 1.105, H82 0.982
77 C 20.739 38.464 49.673  C76 1.550, C78 1.547, O79 1.429, H83 0.967
78 C 20.095 37.146 49.184  C77 1.547, H84 0.995, H85 1.090, H86 1.037
79 O 19.990 39.615 49.278  C77 1.429, H87 0.911
80 H 19.741 38.563 51.742  C76 1.236
81 H 21.531 39.199 51.732  C76 1.105
82 H 21.245 37.590 51.286  C76 0.982
83 H 21.558 38.468 49.159  C77 0.967
84 H 19.304 37.135 49.787  C78 0.995
85 H 20.513 36.317 49.756  C78 1.090
86 H 19.838 37.089 48.180  C78 1.037
87 H 19.745 39.538 48.403  O79 0.911
88 C 27.374 48.446 50.460  C89 1.590, H92 0.996, H93 1.133, H94 1.293
89 C 26.517 47.120 50.268  C88 1.590, C90 1.571, O91 1.383, H95 1.151
90 C 25.897 47.026 48.828  C89 1.571, H96 1.188, H97 0.995, H98 1.068
91 O 27.323 46.027 50.534  C89 1.383, H99 0.967
92 H 28.170 48.523 49.866  C88 0.996
93 H 27.711 48.671 51.518  C88 1.133
94 H 26.771 49.557 50.188  C88 1.293
95 H 25.836 47.251 51.187  C89 1.151
96 H 26.632 47.022 47.896  C90 1.188
97 H 25.224 47.681 48.501  C90 0.995
98 H 25.275 46.166 48.704  C90 1.068
99 H 26.811 45.533 51.188  O91 0.967
100 C 31.412 41.733 49.708  C101 1.485, C106 1.477, H108 1.079
101 C 30.198 41.244 50.410  C100 1.485, C102 1.518, H109 0.945
102 C 29.304 40.221 49.732  C101 1.518, O103 1.229, C104 1.493
103 O 28.151 39.974 50.080  C102 1.229
104 C 29.798 39.681 48.430  C102 1.493, C105 1.490, H110 1.307
105 C 31.088 40.107 47.818  C104 1.490, C106 1.480, H111 0.963
106 C 31.932 41.140 48.458  C100 1.477, C105 1.480, O107 1.259
107 O 32.879 41.630 47.789  C106 1.259
108 H 32.040 42.440 50.227  C100 1.079
109 H 30.034 41.556 51.286  C101 0.945
110 H 29.206 38.692 47.814  C104 1.307
111 H 31.476 39.656 47.060  C105 0.963

Output
Total energy   -56221.311 eV
HOMO level   -9.06 eV
ΔE to the lowest compared entry with this formula, charge and spin   132.1 kcal/mol